Entry 1:
# C24H30CrN11O15

C24H30CrN11O15 as an isolated structure at a distorted geometry (ωB97M-V with the def2-TZVPD basis set, the Open Molecules 2025 dataset).

XYZ file:
```
81
Properties=species:S:1:pos:R:3:forces:R:3:mulliken_spin:R:1
H -13.364 -16.863 -16.745 0.3 -0.7 -0.4 0.00
H -15.325 -20.137 -14.753 0.0 0.2 0.7 0.00
H -11.807 -13.238 -21.775 0.1 -0.2 -0.2 0.00
C -14.054 -18.975 -16.053 0.3 3.0 -0.3 0.00
C -14.855 -19.178 -14.913 -0.3 0.0 -0.4 0.00
H -13.751 -19.646 -16.843 0.2 0.0 0.2 0.00
C -12.556 -15.280 -21.265 0.7 0.9 0.4 0.00
H -12.920 -19.256 -25.296 0.1 0.1 -0.1 0.00
H -13.327 -15.472 -21.997 -0.1 -0.3 0.5 0.00
H -11.232 -21.753 -17.071 0.1 0.1 0.1 0.00
H -9.280 -23.600 -17.055 -0.2 0.1 -0.2 0.00
H -15.437 -17.214 -19.231 0.3 0.0 0.4 0.00
O -8.889 -19.918 -19.011 -1.5 -3.5 -0.3 0.02
C -15.997 -14.102 -18.719 -0.4 1.0 0.0 0.00
O -13.285 -18.957 -19.713 -1.6 0.8 1.4 0.01
C -16.581 -16.039 -17.845 -1.1 -2.2 -0.1 0.00
C -11.700 -14.149 -21.206 -4.1 -1.4 -2.9 0.00
N -14.868 -16.712 -23.418 -0.4 -0.6 0.5 0.00
O -12.226 -20.108 -21.181 -2.8 0.3 -4.6 0.03
O -8.644 -18.472 -23.250 -1.3 -0.2 -1.4 0.00
N -8.270 -19.064 -18.402 1.0 1.2 -3.7 0.00
H -15.901 -13.046 -18.920 0.1 -0.1 -0.1 0.00
H -10.662 -16.065 -18.790 0.5 -0.1 -0.3 0.00
H -11.578 -15.311 -25.922 0.2 -0.4 0.3 0.00
O -9.181 -20.749 -24.636 -1.0 -0.4 -0.3 0.00
C -12.515 -18.266 -25.152 -0.7 -0.6 -2.2 0.00
Cr -10.034 -20.873 -20.617 1.0 1.3 -1.9 3.91
O -7.178 -18.758 -18.852 2.8 0.0 0.5 0.01
O -11.173 -21.587 -24.788 -0.7 0.2 0.2 0.00
C -16.916 -14.706 -17.817 0.6 -0.9 0.2 0.00
H -15.663 -14.933 -23.928 -0.6 0.3 -0.1 0.00
N -12.445 -19.771 -20.040 3.0 -0.6 -2.2 -0.04
C -12.040 -17.773 -23.974 0.7 -1.0 2.9 0.00
C -16.921 -16.203 -22.611 0.5 -0.8 0.1 0.00
C -10.338 -21.301 -15.035 2.4 0.3 1.4 0.00
C -13.844 -17.573 -16.088 0.1 -0.2 -0.5 0.00
N -11.769 -16.190 -25.463 0.3 -1.0 -0.3 0.00
H -13.960 -16.574 -23.838 0.0 -0.2 -0.1 0.00
H -12.158 -18.365 -23.079 0.7 0.2 0.4 0.00
N -10.230 -23.442 -19.828 -0.4 2.1 -0.8 -0.02
C -12.328 -17.295 -26.093 -0.3 0.8 -0.5 0.00
C -10.485 -21.908 -16.306 0.1 -0.7 1.7 0.00
C -15.242 -17.760 -22.622 2.9 -0.2 -0.4 0.00
O -9.312 -22.654 -19.647 4.6 0.1 2.2 0.01
H -16.924 -16.931 -17.342 -0.6 0.3 0.4 0.00
C -10.815 -14.445 -20.266 4.1 2.5 2.1 0.00
H -11.040 -15.798 -23.520 0.1 -0.5 0.3 0.00
C -9.118 -21.792 -14.408 -2.6 0.1 -1.5 0.00
C -11.468 -16.563 -24.152 -0.8 2.1 -0.8 0.00
H -12.704 -16.946 -19.981 0.6 -0.6 0.1 0.00
H -14.479 -15.987 -14.803 0.0 -0.4 -0.2 0.00
O -11.531 -20.243 -19.363 -0.1 0.3 6.2 0.03
C -9.522 -22.880 -16.288 0.2 -1.1 -3.0 0.00
N -8.684 -22.797 -15.262 0.3 0.8 2.0 0.00
H -12.575 -17.268 -27.144 0.0 0.0 0.0 0.00
H -10.944 -20.520 -14.599 0.0 0.1 -0.1 0.00
C -16.424 -17.437 -22.132 -3.7 -1.4 2.3 0.00
N -8.829 -18.274 -22.060 3.0 -0.3 -0.5 0.00
N -15.656 -16.323 -18.810 -0.3 2.6 0.9 0.00
O -10.270 -21.151 -22.840 -0.9 -0.6 -0.2 0.01
H -8.649 -21.608 -13.452 -0.1 0.1 -0.2 0.00
C -11.041 -15.629 -19.702 -0.1 -1.9 2.7 0.00
H -15.769 -17.636 -13.559 0.1 -0.4 0.3 0.00
N -12.133 -16.160 -20.256 -1.7 1.1 -2.7 0.00
O -8.824 -18.379 -17.607 -1.8 2.0 4.0 0.01
H -17.732 -14.271 -17.258 0.3 0.1 0.2 0.00
O -10.278 -24.556 -19.364 -0.4 -1.2 0.2 0.01
H -14.501 -18.498 -22.351 -0.3 -0.4 -0.1 0.00
H -7.867 -23.378 -15.135 -0.3 0.3 -0.1 0.00
C -15.076 -17.946 -14.328 -1.7 -0.6 1.3 0.00
H -17.878 -15.735 -22.431 0.3 0.0 0.0 0.00
H -14.445 -15.184 -19.979 -0.2 1.1 -0.2 0.00
H -10.044 -13.735 -20.008 0.3 -0.3 0.4 0.00
N -14.502 -16.967 -15.045 0.9 -0.9 -0.7 0.00
H -17.002 -18.063 -21.469 0.1 -0.2 0.1 0.00
O -9.643 -18.857 -21.359 -3.8 -2.0 1.0 -0.02
O -8.048 -17.584 -21.457 1.8 2.9 1.3 0.00
O -11.064 -22.848 -20.518 -3.9 -2.0 -1.3 0.02
C -15.265 -15.085 -19.282 1.2 -2.0 -1.5 0.00
N -10.247 -21.136 -24.102 2.9 -0.1 0.2 0.00
C -15.881 -15.836 -23.376 1.1 3.4 -2.4 0.00
```
Positions in Å, forces in eV/Å.

Charge = -3
F_max = 6.18 eV Å⁻¹
2S+1 = 5
Kohn-Sham gap (alpha / beta) = 5.1 / 5.5 eV
HOMO level (alpha / beta) = 0.43 / 0.08 eV



Entry 2:
# C24H30F18O12

A 6-piece molecular cluster, C24H30F18O12 overall at a distorted geometry (ωB97M-V with the def2-TZVPD basis set, the Open Molecules 2025 dataset).

XYZ file:
```
84
Properties=species:S:1:pos:R:3:forces:R:3:lowdin_charge:R:1
F -0.145 0.409 0.830 -1.3 1.3 0.9 0.21
H 4.940 2.425 -1.466 -1.2 0.9 0.8 0.12
O -1.916 -4.371 2.436 -0.3 0.6 0.3 0.04
F -3.468 -6.211 2.913 -0.5 -1.0 0.3 0.14
H 5.685 3.833 0.305 1.3 0.1 0.3 0.13
H -1.305 -4.554 -1.124 -1.1 1.5 -1.4 0.10
C -5.239 -3.539 -4.167 1.6 0.6 -1.3 -0.49
H -2.672 -3.791 -0.387 -0.1 0.0 -1.6 0.08
O -3.717 -2.199 -5.462 -0.1 1.3 -0.5 0.01
H 0.028 2.798 -0.444 -0.1 0.5 -0.3 0.07
O -4.211 -4.270 -6.258 -0.6 2.0 1.7 0.11
C -1.126 6.017 -4.176 -1.0 -3.7 1.0 -0.46
H -0.043 -3.477 3.027 -2.1 0.1 -0.8 0.17
H 3.308 2.411 -0.676 -1.2 -1.3 0.1 0.04
F -2.503 5.838 -3.939 1.9 0.2 -1.3 0.10
H 1.462 2.223 4.025 2.0 -1.9 -1.2 0.15
C -1.437 -5.545 2.146 2.4 -2.3 -1.4 -0.40
F 2.156 -1.914 7.597 1.4 1.5 -1.6 0.08
F -4.712 -2.752 -3.179 -1.3 -0.8 -0.4 0.12
H -0.434 5.845 -0.312 -1.0 1.1 1.4 0.10
F -5.249 -4.820 -3.770 -0.4 1.2 -0.1 0.17
C -1.761 -2.001 2.674 -2.5 0.2 -1.2 -0.07
C -0.524 6.172 -2.776 -1.5 -5.9 -1.5 -0.46
C -2.214 -3.896 -1.428 -0.2 0.6 0.6 -0.04
C -2.834 -1.900 -6.605 2.0 -2.1 -0.1 -0.10
C -0.995 -3.287 2.356 2.9 1.7 1.6 -0.24
H -1.271 -2.229 -5.151 0.5 -0.1 -0.7 0.07
H -1.227 -2.517 -2.871 -1.1 -0.1 -0.5 0.11
C 4.185 2.968 -0.802 0.8 0.6 -1.3 -0.05
H 1.079 5.204 -0.700 -1.5 -1.1 0.0 0.16
H -0.434 3.735 0.880 0.4 0.1 3.2 0.04
F 3.669 6.444 3.600 0.7 -0.5 -0.5 0.16
F -0.897 6.979 -5.005 -0.3 0.4 -0.1 0.23
H 4.969 2.266 0.909 0.9 0.1 0.7 0.14
C -1.435 -1.492 -5.957 -2.2 -4.5 -0.3 -0.02
H -2.466 -2.168 3.594 0.8 0.3 -2.2 0.11
H -1.267 -1.048 2.902 0.8 -0.8 0.0 0.04
F -1.750 -6.965 3.997 0.3 -0.4 0.6 0.20
H -1.668 3.459 -0.293 2.4 0.9 -0.1 0.15
H -0.616 -1.364 -6.595 1.1 -0.7 -1.5 0.06
H -0.523 -3.088 1.406 -0.3 -0.9 -0.7 0.08
F 1.558 0.241 -0.446 0.4 0.2 0.1 0.16
O -0.534 5.001 -2.096 -0.1 0.3 -0.5 0.01
H -2.265 -1.730 1.570 0.3 -0.7 3.3 0.13
H -3.114 -1.065 -7.210 -1.3 0.4 0.0 0.10
H 1.716 1.944 2.486 -2.7 2.2 -7.1 -0.05
O 2.322 -0.239 4.799 0.0 0.6 1.9 0.06
O 2.469 -2.491 4.612 0.0 3.4 2.2 0.12
C 2.138 0.011 3.436 -4.3 5.9 1.3 -0.13
F 0.917 -1.438 0.807 -0.5 0.9 -1.4 0.13
C 0.477 -0.382 0.028 1.8 -1.7 -0.9 -0.54
H -2.879 -2.892 -7.261 0.7 2.3 1.4 0.16
O -0.059 7.163 -2.493 2.8 6.1 2.6 0.24
O 3.998 3.975 1.313 -2.0 3.3 4.1 0.01
H 3.203 1.961 3.515 0.6 0.6 -0.6 0.06
C 4.423 4.377 2.580 2.4 -3.6 0.2 -0.27
C 3.149 -1.505 6.652 -1.4 -1.4 2.5 -0.48
H 2.807 -0.432 2.896 4.2 -2.8 -3.1 0.06
C -1.922 -2.418 -2.024 2.2 -3.3 0.7 -0.15
C 2.222 1.655 3.225 0.6 -3.6 9.4 0.02
C 3.344 5.160 3.351 -2.2 2.2 -1.4 -0.52
O -0.924 -2.042 -1.027 1.1 3.5 0.6 -0.07
C -0.381 -0.762 -1.212 -4.3 -2.0 -0.6 -0.29
F -2.281 -7.891 2.085 0.3 1.9 0.9 0.14
H -2.767 -1.747 -2.264 0.6 -0.3 0.8 0.12
O -0.847 -0.050 -2.085 2.2 -0.4 1.8 0.15
C 4.810 3.266 0.510 1.7 -2.6 -1.2 -0.30
H 3.833 3.903 -1.209 0.2 0.3 -0.8 0.08
H 1.159 -0.198 3.018 -0.3 -0.8 0.7 0.10
F -6.455 -3.123 -4.568 0.2 -0.3 1.2 0.17
O 5.430 3.945 3.171 -3.1 1.9 -2.2 0.14
C -4.337 -3.351 -5.444 0.7 -3.1 -1.4 -0.38
H -2.870 -4.403 -2.167 0.3 -0.1 0.9 0.06
C 2.560 -1.429 5.285 -0.5 -4.0 -4.8 -0.34
C -0.517 3.704 -0.132 -2.6 -2.7 -1.6 -0.07
F 2.176 5.243 2.586 1.3 -0.4 0.7 0.09
F 3.003 4.657 4.504 0.3 -1.1 0.5 0.20
C -0.047 4.952 -0.689 2.0 1.9 -3.1 -0.18
O -0.438 -5.792 1.499 -1.0 0.5 0.7 0.15
F 3.992 -2.542 6.671 0.5 1.2 0.2 0.17
C -2.223 -6.716 2.804 -1.2 0.6 -1.6 -0.51
F 3.689 -0.343 7.021 0.0 -1.0 0.2 0.18
H -1.386 -0.632 -5.450 -1.1 3.8 1.9 0.02
F -0.569 4.830 -4.702 -1.4 1.8 0.2 0.09
```
Positions in Å, forces in eV/Å.

Charge = 0
Energy above the lowest of the compared OMol25 structures with the same formula, charge and spin = 8.098 eV
F_max = 10.11 eV Å⁻¹
SMILES = CCOC(=O)C(F)(F)F.CCOC(=O)C(F)(F)F.CCOC(=O)C(F)(F)F.CCOC(=O)C(F)(F)F.CCOC(=O)C(F)(F)F.CCOC(=O)C(F)(F)F
Kohn-Sham gap = 11.0 eV
HOMO level = -11.20 eV



Entry 3:
# C24H30FHgN2SSb2

C24H30FHgN2SSb2 as an isolated structure at a distorted geometry (ωB97M-V with the def2-TZVPD basis set, the Open Molecules 2025 dataset).

XYZ file:
```
61
Properties=species:S:1:pos:R:3:forces:R:3:mulliken_spin:R:1
C -0.736 5.733 -1.454 0.0 -0.1 0.0 0.00
H 5.023 -1.575 -1.574 0.0 0.0 0.0 0.00
F -7.088 -0.798 -0.704 0.1 0.0 0.0 0.00
H -5.412 1.144 -0.951 0.0 0.0 0.0 0.00
H 4.645 0.092 -1.083 0.0 0.1 0.0 0.00
Sb -0.721 -1.400 1.069 0.0 0.0 0.1 0.03
H -2.349 -3.441 1.821 0.0 -0.1 0.0 0.00
H 0.197 -2.118 3.502 0.0 0.0 0.0 0.00
H -0.294 7.300 -0.263 0.0 -0.1 0.0 0.00
H 1.705 -3.757 -2.402 0.0 0.0 0.0 0.00
H -0.038 0.961 2.220 0.1 0.0 0.0 0.00
C 4.187 -0.932 1.727 0.0 0.1 0.0 0.00
S -1.480 6.632 -2.609 0.0 0.1 -0.1 0.00
C 3.421 0.165 3.709 0.0 0.0 0.0 0.00
C -5.767 -0.960 -0.959 -0.1 0.1 0.0 -0.02
H 1.927 -3.170 0.533 0.0 -0.1 0.0 0.00
C 0.118 3.480 -0.636 0.0 0.0 -0.1 0.00
H 0.843 -3.224 2.291 0.0 0.0 0.0 0.00
C -3.917 -2.405 -1.372 -0.2 0.3 0.1 0.02
C -0.599 4.243 -1.553 0.0 0.0 0.0 0.00
H 1.456 -0.377 4.347 0.0 0.0 0.0 0.00
H 5.371 0.449 2.853 0.0 0.0 0.0 0.00
H -3.514 -3.402 -1.478 0.0 -0.1 -0.1 0.02
C -4.973 0.164 -1.073 0.1 0.0 0.1 0.02
Sb 2.316 -1.309 -1.391 0.1 -0.1 0.0 0.00
H -5.939 -3.086 -0.990 0.0 0.0 0.0 0.00
C 0.695 -2.171 2.533 -0.2 0.0 0.0 0.00
C 1.985 -1.420 2.561 -0.1 -0.1 0.1 0.00
Hg -1.105 -1.629 -2.726 -0.4 0.2 0.5 0.38
C -0.996 0.456 2.121 0.0 -0.1 0.0 0.00
C -5.272 -2.241 -1.095 0.1 -0.1 0.1 0.03
C 4.419 -0.055 2.771 0.0 0.0 0.0 0.00
H 4.963 -1.105 0.994 0.1 0.0 -0.1 0.00
H 0.637 3.909 0.208 0.1 0.0 0.1 0.00
H -2.387 -2.172 3.062 0.0 0.0 0.1 0.00
C -1.084 2.189 -2.679 0.0 0.1 0.0 0.00
C 4.362 -0.726 -1.739 -0.1 0.0 0.0 0.02
C 2.757 -2.481 0.398 0.0 0.0 -0.1 0.01
N -0.405 1.459 -1.799 0.0 -0.1 -0.1 -0.02
H 3.583 0.845 4.534 0.0 0.0 0.0 0.00
H -2.978 0.862 -1.422 0.1 0.1 -0.1 0.04
H 4.459 -0.394 -2.770 0.0 0.0 -0.1 0.00
C 2.225 -0.520 3.598 0.0 0.0 0.1 0.00
H -1.758 4.119 -3.351 0.0 0.0 0.0 0.00
C 2.977 -1.608 1.589 0.0 0.0 -0.1 0.00
H -3.326 -1.995 1.562 -0.1 0.0 0.0 0.00
C -3.616 -0.004 -1.348 -0.3 -0.2 0.2 0.00
H -1.396 0.250 3.112 0.0 0.0 0.1 0.00
H 0.759 1.500 -0.114 0.0 0.0 0.1 -0.01
C -1.204 3.566 -2.606 0.0 0.0 0.0 0.01
C 0.190 2.106 -0.807 0.0 0.0 0.0 0.00
H 2.316 -2.742 -3.709 0.0 0.0 -0.1 0.00
H -1.565 1.644 -3.482 0.0 0.0 -0.1 -0.01
H 0.220 5.777 0.379 0.0 0.0 0.0 0.00
C -3.111 -1.284 -1.488 0.6 -0.2 -0.8 0.48
N -0.211 6.301 -0.360 0.0 0.1 0.0 0.00
H 3.453 -3.481 -2.560 0.1 0.0 0.0 0.00
H -1.684 1.099 1.580 -0.1 0.1 -0.1 0.00
H 3.646 -3.063 0.152 0.0 0.0 0.0 0.00
C -2.400 -2.369 1.992 0.0 0.1 0.0 0.00
C 2.469 -3.030 -2.672 0.0 0.0 0.0 0.01
```
Positions in Å, forces in eV/Å.

Charge = 0
Energy above the lowest of the compared OMol25 structures with the same formula, charge and spin = 0.401 eV
F_max = 1.03 eV Å⁻¹
2S+1 = 2
Kohn-Sham gap (alpha / beta) = 6.6 / 6.7 eV
HOMO level (alpha / beta) = -7.20 / -7.80 eV



Entry 4:
# C24H30FN3O5S

One molecule with the formula C24H30FN3O5S at a distorted geometry (ωB97M-V with the def2-TZVPD basis set, the Open Molecules 2025 dataset).

XYZ file:
```
64
Properties=species:S:1:pos:R:3:forces:R:3:lowdin_charge:R:1
O -4.495 0.753 0.973 0.2 0.0 0.2 -0.29
S -3.665 0.498 -0.175 0.3 -0.1 -0.2 0.71
F 0.841 4.501 -0.226 0.0 -0.1 0.0 0.06
H 5.170 -2.531 0.010 0.0 0.0 0.1 0.13
C -3.052 -1.198 -0.081 -0.2 0.9 0.0 -0.15
H -0.763 1.421 1.382 -0.1 0.0 0.0 0.11
N -2.242 1.407 -0.093 -1.0 -0.8 -0.2 -0.24
H 6.460 -0.534 1.938 0.0 -0.1 0.0 0.13
H -6.128 -0.663 0.614 -0.1 -0.2 -0.1 0.08
C 1.766 2.753 1.058 -0.1 0.2 -0.1 -0.01
C 5.106 -0.056 -0.936 0.4 0.1 0.1 -0.15
C -1.821 1.684 1.278 0.3 -0.2 0.7 -0.18
H -3.796 -4.431 0.482 -0.1 -0.1 0.0 0.13
C -1.676 -1.326 -0.188 0.5 -0.5 0.0 -0.02
H 2.610 1.066 2.052 0.1 -0.1 0.1 0.12
H -3.030 2.582 -1.620 0.2 0.2 -0.1 0.11
C -6.068 -1.411 -0.177 -0.5 0.3 -0.1 -0.06
C 0.446 -2.692 -0.124 -0.2 0.1 -0.2 -0.45
C 6.519 -1.291 1.142 -0.2 -0.3 0.2 -0.19
O -4.242 0.713 -1.474 0.2 0.1 -0.1 -0.29
N 4.409 -0.557 0.234 0.0 -0.1 0.1 -0.13
O 7.214 -0.765 0.035 0.1 -0.1 -0.1 -0.13
H -2.408 1.060 1.951 0.2 0.1 0.1 0.11
H 6.460 1.143 0.236 0.0 0.0 -0.1 0.13
H 1.098 2.915 -2.257 0.0 0.1 -0.1 0.12
O 1.050 -3.540 0.505 0.1 -0.2 0.2 0.07
C -2.351 2.688 -0.778 -0.2 0.5 -0.5 -0.19
H 4.587 0.823 -1.320 0.0 0.0 -0.1 0.12
H 1.698 3.367 1.942 0.0 0.1 0.1 0.12
H -1.318 -4.621 0.379 0.0 -0.1 0.0 0.12
H 4.575 -2.092 1.634 0.0 0.0 0.0 0.13
C 2.271 1.468 1.110 -0.1 0.0 -0.2 -0.01
H 7.101 -2.145 1.491 -0.1 0.0 0.0 0.13
H 2.622 -1.116 1.062 0.0 0.0 -0.1 0.15
C -3.177 -3.568 0.296 -0.1 0.3 0.0 0.02
C 2.498 -1.695 -0.985 0.3 0.1 0.4 -0.12
H -3.908 3.517 0.449 0.0 0.1 0.0 0.11
C -2.060 3.186 1.530 -0.1 0.0 -0.1 -0.14
H -1.108 3.712 1.596 0.0 0.0 0.0 0.09
C 6.523 0.334 -0.508 -0.3 0.2 -0.3 -0.19
C -3.841 -2.337 0.118 0.0 -0.4 0.1 -0.24
H 0.519 -1.102 -1.404 0.0 -0.1 0.0 0.12
H -2.636 4.695 0.047 -0.1 0.1 0.0 0.11
H 2.010 0.640 -2.156 0.0 -0.1 -0.1 0.11
H -7.034 -1.902 -0.298 0.1 0.1 0.0 0.10
C 5.102 -1.720 0.754 0.3 0.1 0.1 -0.15
C 1.345 3.250 -0.163 0.1 -0.2 -0.1 -0.29
O -5.174 -2.455 0.166 0.2 -0.2 0.2 -0.05
C 2.362 0.680 -0.034 -0.1 -0.1 0.0 -0.18
N 1.063 -1.828 -0.967 0.0 0.2 -0.2 0.08
H -5.778 -0.921 -1.107 -0.1 -0.1 0.0 0.08
H 2.912 -2.680 -0.757 0.0 0.1 -0.1 0.12
H -1.118 -0.417 -0.346 0.1 0.0 0.0 0.10
C -1.812 -3.673 0.229 0.1 0.2 -0.1 0.01
C 1.937 1.213 -1.245 0.0 -0.1 0.2 -0.04
C -2.837 3.656 0.298 0.1 0.0 0.0 -0.15
C 2.968 -0.701 0.105 -0.1 -0.2 -0.2 -0.26
C 1.424 2.497 -1.317 -0.1 0.3 0.1 -0.01
H -2.614 3.353 2.451 0.0 0.0 0.1 0.11
H 7.109 0.671 -1.365 -0.1 0.0 0.0 0.13
H 5.177 -0.816 -1.733 0.0 0.1 0.0 0.13
H -1.357 2.967 -1.137 -0.1 0.0 0.0 0.11
H 2.825 -1.391 -1.980 0.0 -0.1 0.0 0.12
C -1.036 -2.548 -0.055 -0.3 0.1 0.2 -0.12
```
Positions in Å, forces in eV/Å.

Charge = 0
Energy above the lowest of the compared OMol25 structures with the same formula, charge and spin = 1.714 eV
F_max = 1.34 eV Å⁻¹
SMILES = COc1ccc(C(=O)NC[C@H](c2ccc(F)cc2)N2CCOCC2)cc1S(=O)(=O)N1CCCC1
Kohn-Sham gap = 9.2 eV
HOMO level = -8.59 eV